DFT (the ωB97M-V functional and the def2-TZVPD basis) results for 13 unconnected molecules or ions with the total composition C50H136N10O15.

Output
E (eV): -99658.5668
LUMO (eV): 0.30
Gap between HOMO and LUMO (Ha): 0.3230
2S+1: 1
HOMO level (eV): -8.49
Total charge: 0

Positions of all 211 atoms, in Å:
1 C -5.121 5.259 6.197
2 O -4.511 5.907 5.139
3 C -3.875 4.991 4.254
4 C -3.215 5.914 3.120
5 N -2.517 5.041 2.135
6 C -1.770 5.765 1.194
7 C -1.310 4.824 0.067
8 O -2.453 4.577 -0.778
9 C -2.273 3.566 -1.789
10 H -4.387 4.643 6.716
11 H -5.927 4.629 5.820
12 H -5.431 5.929 7.000
13 H -4.605 4.346 3.766
14 H -3.181 4.344 4.790
15 H -2.552 6.690 3.502
16 H -4.037 6.394 2.590
17 H -3.154 4.417 1.661
18 H -0.822 6.147 1.574
19 H -2.353 6.609 0.827
20 H -0.911 3.872 0.416
21 H -0.563 5.232 -0.614
22 H -1.417 3.597 -2.464
23 H -3.183 3.558 -2.390
24 H -2.218 2.583 -1.321
25 C 2.033 3.343 1.792
26 O 3.210 4.029 1.408
27 C 4.161 4.111 2.423
28 C 5.574 4.478 1.848
29 N 6.259 3.166 1.465
30 C 7.483 3.413 0.620
31 C 7.953 2.113 -0.043
32 O 6.872 1.645 -0.864
33 C 7.224 0.494 -1.550
34 H 2.201 2.267 1.837
35 H 1.207 3.528 1.105
36 H 1.589 3.732 2.709
37 H 4.150 3.253 3.095
38 H 3.909 4.871 3.164
39 H 6.250 4.866 2.610
40 H 5.518 5.166 1.004
41 H 5.625 2.632 0.888
42 H 8.315 3.849 1.173
43 H 7.136 4.158 -0.096
44 H 8.115 1.483 0.832
45 H 8.880 2.247 -0.601
46 H 8.213 0.590 -1.999
47 H 6.587 0.112 -2.347
48 H 7.175 -0.358 -0.871
49 C -3.645 1.269 6.660
50 C -2.243 1.572 7.073
51 C -1.275 1.901 5.928
52 O -1.358 1.046 4.790
53 C -0.364 1.303 3.780
54 N -2.322 2.691 7.921
55 H -4.158 0.756 7.474
56 H -3.630 0.603 5.798
57 H -4.225 2.146 6.372
58 H -1.904 0.668 7.578
59 H -0.245 1.974 6.278
60 H -1.501 2.897 5.548
61 H -0.447 0.819 2.807
62 H 0.560 0.911 4.205
63 H -0.284 2.383 3.656
64 H -2.817 3.486 7.543
65 H -1.376 3.029 8.031
66 C 5.033 -1.109 -5.440
67 C 5.129 -2.611 -5.198
68 C 3.799 -3.312 -4.885
69 O 3.402 -2.787 -3.675
70 C 2.078 -3.106 -3.397
71 N 5.797 -3.106 -6.334
72 H 4.655 -0.658 -4.522
73 H 4.340 -0.901 -6.255
74 H 5.948 -0.544 -5.619
75 H 5.732 -2.868 -4.327
76 H 3.969 -4.387 -4.828
77 H 3.145 -3.078 -5.725
78 H 1.698 -2.547 -2.542
79 H 2.030 -4.168 -3.155
80 H 1.406 -2.881 -4.226
81 H 6.675 -2.623 -6.463
82 H 6.074 -4.062 -6.163
83 C -2.536 -2.739 -1.919
84 C -3.606 -1.870 -1.353
85 C -4.681 -2.683 -0.649
86 O -5.319 -3.458 -1.723
87 C -6.448 -4.245 -1.325
88 N -2.998 -0.876 -0.496
89 H -1.649 -2.164 -2.185
90 H -2.886 -3.295 -2.789
91 H -2.319 -3.500 -1.170
92 H -4.067 -1.295 -2.156
93 H -5.429 -2.127 -0.084
94 H -4.192 -3.312 0.095
95 H -6.911 -4.696 -2.203
96 H -7.252 -3.640 -0.906
97 H -6.178 -4.956 -0.544
98 H -3.645 -0.224 -0.077
99 H -2.769 -1.436 0.313
100 C -1.162 0.534 -6.894
101 C -1.475 -0.155 -5.552
102 C -0.564 -1.314 -5.134
103 O -0.455 -2.227 -6.164
104 C -1.490 -3.221 -6.179
105 N -1.451 0.929 -4.616
106 H -1.960 1.175 -7.269
107 H -1.000 -0.198 -7.685
108 H -0.325 1.223 -6.782
109 H -2.500 -0.498 -5.692
110 H -0.815 -1.752 -4.168
111 H 0.405 -0.827 -5.024
112 H -1.575 -3.597 -7.198
113 H -2.453 -2.997 -5.719
114 H -1.135 -4.047 -5.563
115 H -0.555 1.378 -4.744
116 H -1.293 0.435 -3.749
117 C 2.915 -8.564 -1.944
118 C 2.988 -7.187 -1.341
119 C 1.591 -6.607 -0.939
120 O 1.673 -5.226 -0.584
121 C 0.326 -4.766 -0.341
122 N 3.863 -7.086 -0.156
123 H 2.237 -8.571 -2.798
124 H 2.455 -9.221 -1.205
125 H 3.885 -8.946 -2.261
126 H 3.446 -6.574 -2.118
127 H 1.268 -7.092 -0.018
128 H 0.831 -6.663 -1.719
129 H 0.263 -3.679 -0.375
130 H -0.077 -5.206 0.572
131 H -0.298 -4.950 -1.216
132 H 3.373 -7.685 0.493
133 H 3.560 -6.176 0.161
134 C -2.055 -4.351 2.804
135 C -1.951 -2.867 3.282
136 C -0.491 -2.300 3.326
137 O 0.255 -3.232 4.095
138 C 1.566 -2.831 4.349
139 N -2.843 -2.135 2.406
140 H -1.413 -5.042 3.352
141 H -1.794 -4.484 1.754
142 H -3.057 -4.753 2.958
143 H -2.293 -2.859 4.317
144 H -0.541 -1.331 3.823
145 H -0.034 -2.203 2.342
146 H 2.125 -2.813 3.414
147 H 1.996 -3.663 4.907
148 H 1.783 -1.901 4.876
149 H -3.781 -2.500 2.486
150 H -3.010 -1.169 2.649
151 C 5.235 -1.345 4.156
152 C 5.456 -0.314 3.081
153 C 4.513 -0.432 1.891
154 O 4.674 -1.731 1.322
155 C 4.095 -1.778 -0.019
156 N 5.275 0.995 3.656
157 H 5.447 -2.354 3.802
158 H 4.239 -1.295 4.596
159 H 5.943 -1.181 4.968
160 H 6.479 -0.388 2.713
161 H 4.655 0.343 1.138
162 H 3.481 -0.352 2.233
163 H 4.339 -2.689 -0.565
164 H 4.513 -0.950 -0.592
165 H 3.009 -1.697 0.040
166 H 5.780 1.143 4.518
167 H 5.696 1.671 3.036
168 C -3.534 1.427 2.499
169 C -4.893 1.386 1.869
170 C -4.936 2.227 0.539
171 O -5.057 3.667 0.822
172 C -5.424 4.418 -0.343
173 N -5.218 -0.027 1.686
174 H -3.611 0.873 3.435
175 H -3.308 2.422 2.882
176 H -2.742 0.941 1.929
177 H -5.665 1.830 2.497
178 H -5.861 1.992 0.013
179 H -4.131 1.954 -0.143
180 H -5.377 5.491 -0.160
181 H -6.464 4.181 -0.569
182 H -4.865 4.334 -1.275
183 H -6.199 -0.185 1.501
184 H -5.126 -0.519 2.563
185 C 2.415 1.070 -3.775
186 C 2.267 2.535 -4.116
187 O 1.267 2.888 -5.026
188 H 1.487 0.827 -3.258
189 H 3.194 0.891 -3.034
190 H 2.516 0.284 -4.524
191 H 3.206 2.766 -4.619
192 H 2.205 3.166 -3.230
193 H 1.628 3.620 -5.532
194 C 0.980 -0.005 -0.347
195 C -0.243 0.861 -0.809
196 O -0.813 0.246 -1.926
197 H 0.638 -1.002 -0.069
198 H 1.477 0.496 0.483
199 H 1.770 -0.121 -1.090
200 H 0.119 1.840 -1.123
201 H -0.993 0.895 -0.018
202 H -1.681 -0.023 -1.616
203 C -4.893 1.383 -3.315
204 C -6.140 0.643 -2.938
205 O -7.149 0.870 -3.906
206 H -4.589 0.962 -4.274
207 H -4.106 1.215 -2.580
208 H -5.012 2.456 -3.467
209 H -6.414 0.962 -1.932
210 H -6.083 -0.438 -2.810
211 H -7.078 0.227 -4.615